Below is 5 unconnected molecules or ions with the total composition C39H49FIN5O15S in a non-equilibrium geometry, with properties calculated with ωB97M-V/def2-TZVPD.

Summary:
SMILES string   C#Cc1nc2c(CCCF)c(CCSc3nnco3)c(I)c(CCC(N)=O)c2nc1COCC.C[C@@H]1COC(=O)O1.C[C@@H]1COC(=O)O1.C[C@@H]1COC(=O)O1.C[C@@H]1COC(=O)O1
Energy   -101053.0433 eV
Gap between HOMO and LUMO   8.11 eV

Each line ends with the Löwdin charge.
Geometry (Å):
I  3.579  2.160  -3.295  1.093
S  -1.123  3.501  -1.741  1.014
F  2.158  2.521  3.889  -0.039
O  -2.743  -6.205  -1.104  0.161
O  -0.498  7.382  -0.988  0.089
O  4.640  -5.406  -0.543  0.160
O  -3.396  -5.455  0.916  0.060
O  -4.972  8.588  1.349  0.151
O  1.346  -4.674  1.328  -0.125
O  4.713  -7.634  -0.198  0.088
O  -4.676  6.364  1.538  0.076
O  -2.736  1.450  -1.428  0.007
O  6.186  -1.321  -3.795  0.069
O  1.463  6.319  -1.283  0.152
O  2.980  -6.739  -1.283  0.045
O  -4.701  -5.107  -0.859  0.088
O  -6.492  7.150  0.510  0.072
O  0.818  6.996  0.767  0.056
N  -1.455  1.194  -3.200  0.059
N  2.737  -1.902  0.153  0.227
N  -2.284  0.102  -3.093  0.047
N  1.057  -0.356  1.837  0.210
N  7.418  -1.930  -1.972  0.138
C  3.894  -0.855  -2.125  -0.195
C  2.432  -0.595  -0.112  -0.134
C  -1.298  7.648  0.184  -0.319
C  -4.791  3.979  1.061  -0.016
C  5.341  -0.678  -1.653  -0.124
C  -5.561  5.240  1.367  -0.327
C  1.146  3.551  1.978  -0.162
C  -5.349  7.479  1.154  -0.556
C  1.269  3.490  3.473  -0.228
C  0.726  -2.219  3.221  -0.060
C  2.991  -0.001  -1.274  -0.216
C  1.335  1.534  0.396  -0.099
C  -0.223  7.879  1.218  -0.080
C  2.165  -2.389  1.221  -0.177
C  2.711  1.303  -1.570  -0.496
C  4.339  -10.019  -0.495  -0.023
C  1.565  3.516  -1.194  -0.275
C  -3.535  -5.648  -0.419  -0.568
C  -4.411  -4.533  1.325  -0.093
C  1.321  -1.621  2.068  -0.224
C  0.203  -2.795  4.123  0.152
C  2.878  -8.160  -1.438  -0.088
C  -2.239  8.801  -0.031  -0.016
C  0.673  6.855  -0.572  -0.559
C  -6.392  -3.601  0.023  -0.021
C  0.577  3.487  -2.395  -0.435
C  4.160  -6.485  -0.663  -0.552
C  0.969  -4.712  -0.047  -0.232
C  0.457  2.314  1.345  -0.125
C  -0.396  -4.017  -0.203  -0.037
C  -6.446  5.738  0.250  -0.087
C  -1.764  1.957  -2.200  -0.701
C  -5.490  -4.778  0.296  -0.332
C  3.712  -8.664  -0.286  -0.330
C  1.848  2.101  -0.743  -0.205
C  2.447  -3.836  1.571  -0.160
C  6.335  -1.311  -2.596  -0.528
C  -3.022  0.261  -2.055  -0.168
C  1.610  0.175  0.707  -0.128
H  -0.533  7.620  2.227  0.140
H  3.335  -4.145  1.018  0.106
H  -2.853  8.633  -0.916  0.096
H  2.715  -3.888  2.624  0.128
H  3.142  -8.652  0.648  0.160
H  5.551  0.378  -1.483  0.109
H  0.684  4.407  -2.956  0.072
H  -3.999  -3.522  1.275  0.138
H  7.693  -1.366  -1.175  0.092
H  0.294  3.373  3.948  0.119
H  3.792  -0.629  -3.179  0.063
H  0.756  2.615  -3.009  0.028
H  1.724  -4.291  -0.706  0.110
H  1.838  -8.477  -1.386  0.141
H  -1.696  9.734  -0.195  0.094
H  -7.047  -3.412  0.874  0.091
H  4.862  -10.063  -1.452  0.089
H  -7.445  5.311  0.268  0.140
H  0.527  4.424  1.765  0.101
H  -0.412  -3.309  -1.031  0.078
H  1.101  4.125  -0.439  0.054
H  -2.893  8.917  0.831  0.068
H  -0.477  -3.140  4.858  0.032
H  3.580  -10.801  -0.474  0.090
H  2.490  4.001  -1.480  0.066
H  5.075  -10.223  0.282  0.088
H  -0.661  -3.535  0.735  0.071
H  0.108  1.678  2.152  0.098
H  -6.086  -5.658  0.554  0.159
H  -1.868  6.740  0.405  0.152
H  -0.431  2.628  0.808  0.075
H  -7.006  -3.787  -0.857  0.089
H  -5.462  3.121  1.019  0.093
H  -4.037  3.797  1.827  0.090
H  3.649  -1.904  -2.000  0.113
H  -6.005  5.585  -0.738  0.141
H  1.667  4.447  3.819  0.115
H  0.161  8.901  1.209  0.140
H  0.816  -5.743  -0.352  0.105
H  8.191  -2.010  -2.622  0.099
H  -5.808  -2.701  -0.176  0.081
H  5.436  -1.173  -0.685  0.117
H  -1.171  -4.753  -0.406  0.034
H  -4.267  4.061  0.108  0.082
H  3.290  -8.431  -2.413  0.140
H  -6.128  5.122  2.295  0.159
H  2.103  3.752  1.503  0.122
H  -3.769  -0.407  -1.680  0.119
H  -4.732  -4.741  2.343  0.139